(1)
Formula: C34H85ClN7O11P2
Source: the Open Molecules 2025 dataset
Level of theory: wB97M-V/def2-TZVPD

Properties
**LUMO level**: -0.1565 hartree
**HOMO energy**: -0.37434 Eh
**Net charge**: +1
**Total energy**: -3699.669012 Eh
**Relative energy (zero: lowest compared OMol25 entry of this formula, charge and spin)**: 10.528 eV
**Frontier orbital gap**: 5.9 eV

XYZ file:
```
140
Properties=species:S:1:pos:R:3:lowdin_charge:R:1
C -3.08256 3.92048 2.76811 -0.11
C -1.75213 2.92971 2.78589 -0.38
C -1.24557 2.72618 4.33227 -0.12
C -2.12395 1.54345 1.99048 -0.16
C -1.20807 0.23407 2.47786 -0.26
C -2.16261 -0.55804 3.59755 -0.10
C -1.01039 -0.86609 1.23389 -0.14
O 0.12035 -0.53797 0.35237 -0.04
N 0.01297 -1.18389 -0.84803 -0.07
C -0.57001 -2.43062 -1.10896 0.06
C -0.52516 -2.80611 -2.73893 -0.49
P -2.31888 -2.35721 -3.24608 0.72
O -3.24557 -2.40231 -1.73188 -0.38
Cl -2.47382 -0.35274 -3.94614 0.26
P -0.48519 -4.70411 -2.94163 0.74
O -2.01400 -5.20097 -2.86540 -0.41
O 0.35062 -5.56103 -1.66739 -0.20
O 0.17026 -5.27437 -4.45133 -0.20
C 0.73612 -1.91500 -3.28137 -0.32
C 0.73866 -1.28917 -4.79220 -0.22
N -0.18070 -1.96574 -5.78268 -0.04
C 2.24735 -2.61593 -3.20155 -0.10
C 2.73927 -2.93170 -1.66297 -0.23
O 4.09445 -3.54725 -1.63954 -0.12
C 0.52886 -0.65369 -2.20266 -0.05
H -3.88526 3.59932 3.58494 0.10
H -3.58044 3.81886 1.69202 0.07
H -2.69171 5.02620 2.93504 0.09
H -0.89351 3.50254 2.18748 0.14
H -0.08761 2.44578 4.32158 0.08
H -1.78505 1.87085 4.92471 0.07
H -1.35206 3.70624 5.00534 0.10
H -3.26639 1.31374 2.24594 0.13
H -2.08275 1.69031 0.82739 0.11
H -0.16512 0.56001 2.92572 0.14
H -1.47909 -1.19380 4.30382 0.09
H -2.84904 -1.33040 3.00791 0.09
H -2.90409 0.16657 4.15294 0.09
H -2.05638 -0.91424 0.70056 0.15
H -0.72042 -1.88631 1.77971 0.15
H -1.05898 -3.17233 -0.34288 0.16
H -3.45525 -3.35922 -1.48821 0.06
H -0.33044 -5.80740 -0.96967 0.06
H -0.61760 -5.54645 -5.04355 0.12
H 0.42264 -0.13940 -4.72602 0.11
H 1.81394 -1.26648 -5.30971 0.14
H -0.34423 -2.97394 -5.57231 0.05
H 0.09288 -1.79684 -6.77678 0.09
H 3.09181 -1.91910 -3.67242 0.14
H 2.26650 -3.63976 -3.80959 0.14
H 2.03810 -3.66196 -1.06853 0.12
H 2.84109 -1.93653 -1.01273 0.13
H 4.76407 -2.78660 -1.65972 0.12
H 1.64864 -0.35211 -1.93573 0.15
H 0.07552 0.34652 -2.60457 0.13
C -4.43619 4.63460 -1.31160 -0.07
C -3.58711 3.44562 -1.75915 -0.43
C -2.85815 3.67594 -3.10315 -0.20
O -3.70169 3.57255 -4.25535 -0.20
C -4.45886 4.73916 -4.53535 -0.10
N -4.43498 2.24554 -1.80494 0.04
H -5.37784 4.71016 -1.85940 0.07
H -4.69211 4.53939 -0.25018 0.06
H -3.88821 5.57536 -1.43651 0.08
H -2.81764 3.29263 -0.99271 0.12
H -2.10603 2.88529 -3.21898 0.10
H -2.31118 4.62669 -3.10839 0.12
H -3.91488 5.65632 -4.28457 0.09
H -5.41173 4.70242 -4.00332 0.08
H -4.68238 4.75168 -5.60691 0.09
H -3.84513 1.43708 -2.00756 0.03
H -5.02872 2.32437 -2.63623 0.08
C 4.28767 4.67544 7.90711 -0.07
C 3.57212 4.96983 6.58944 -0.42
C 2.04750 4.71798 6.64270 -0.20
O 1.67736 3.33580 6.59381 -0.22
C 1.77165 2.65833 7.83672 -0.11
N 4.20953 4.19167 5.51737 0.04
H 4.42627 3.60644 8.08190 0.06
H 5.28499 5.12987 7.90657 0.07
H 3.73383 5.09443 8.75482 0.08
H 3.71947 6.03507 6.37387 0.14
H 1.59889 5.17299 5.75054 0.12
H 1.58640 5.21144 7.50701 0.12
H 1.51656 3.30637 8.68227 0.09
H 2.77447 2.24459 7.96127 0.07
H 1.07030 1.81795 7.82119 0.09
H 3.79473 4.46492 4.62525 0.07
H 3.91364 3.21743 5.63175 0.07
C -4.58727 -6.30154 -0.33072 -0.06
C -3.52077 -6.95595 0.54633 -0.41
C -3.99955 -7.25298 1.98622 -0.19
O -4.06327 -6.10135 2.83447 -0.20
C -5.23371 -5.31630 2.67185 -0.10
N -2.31726 -6.11173 0.54220 0.03
H -4.72186 -5.24057 -0.10993 0.05
H -4.30552 -6.37357 -1.38741 0.07
H -5.55387 -6.80387 -0.21126 0.09
H -3.26709 -7.91674 0.08217 0.14
H -3.26609 -7.92145 2.45463 0.12
H -4.95575 -7.79037 1.99130 0.12
H -6.11350 -5.92692 2.44137 0.10
H -5.07500 -4.56602 1.89453 0.07
H -5.41927 -4.78238 3.60932 0.09
H -1.57533 -6.59909 1.04678 0.08
H -2.51486 -5.29780 1.13233 0.07
C -3.08594 -4.18217 -10.06590 -0.07
C -2.74715 -3.07348 -9.07044 -0.42
C -2.00401 -1.87588 -9.70625 -0.19
O -0.62065 -2.12100 -9.98203 -0.21
C -0.37887 -2.83226 -11.18550 -0.11
N -1.98257 -3.65170 -7.95588 0.03
H -2.22117 -4.79821 -10.32123 0.06
H -3.84142 -4.85384 -9.64249 0.08
H -3.49685 -3.76409 -10.99178 0.08
H -3.69723 -2.69483 -8.67436 0.14
H -2.01673 -1.04917 -8.98471 0.12
H -2.51856 -1.51140 -10.60376 0.12
H -1.09900 -2.57591 -11.97016 0.09
H -0.39021 -3.90699 -10.99272 0.07
H 0.62438 -2.57353 -11.53893 0.09
H -1.84386 -2.93032 -7.24668 0.03
H -1.03527 -3.83567 -8.30022 0.07
C 9.58406 4.07389 4.65643 -0.08
C 9.44162 5.28284 5.58004 -0.43
C 9.15788 4.90723 7.05285 -0.19
O 7.81126 4.49159 7.30517 -0.21
C 7.54184 3.13926 6.97157 -0.11
N 8.40338 6.17355 5.04165 0.03
H 8.62293 3.62235 4.40176 0.06
H 10.05607 4.37118 3.71305 0.08
H 10.21594 3.30445 5.11426 0.08
H 10.39813 5.81907 5.55858 0.13
H 9.30656 5.80580 7.66498 0.12
H 9.86935 4.15909 7.42330 0.12
H 8.40309 2.48768 7.15514 0.09
H 7.22404 3.06802 5.92932 0.07
H 6.70871 2.79429 7.59226 0.07
H 8.38013 7.02501 5.60473 0.07
H 7.49746 5.73448 5.23218 0.07
```

***

(2)
Formula: C34H85F4N30O20P2
Source: the Open Molecules 2025 dataset
Level of theory: wB97M-V/def2-TZVPD

Properties
**LUMO level**: -0.1488 hartree
**HOMO energy**: -0.39321 Eh
**Net charge**: +1
**Total energy**: -5576.496444 Eh
**Relative energy (zero: lowest compared OMol25 entry of this formula, charge and spin)**: 4.226 eV
**Frontier orbital gap**: 6.6 eV

XYZ file:
```
175
Properties=species:S:1:pos:R:3:lowdin_charge:R:1
C -6.64206 -4.82855 -1.04425 -0.08
C -6.39899 -3.62848 -0.05196 -0.20
N -4.98497 -3.40261 0.33543 -0.10
C -4.12476 -3.07676 -0.81941 -0.17
C -4.40824 -1.60211 -1.37069 -0.08
C -3.22858 -0.62705 -1.15986 -0.03
C -2.91117 -0.21234 0.19798 0.07
C -3.75636 -0.81802 1.35341 -0.46
O -3.32158 -1.59672 2.12790 0.18
O -5.06980 -0.37534 1.48887 0.10
C -1.83806 0.73265 0.49308 0.01
C -1.42118 1.23712 1.89863 -0.38
F -1.34515 2.62211 1.96576 0.06
F -2.23626 0.86358 2.92766 0.12
C 0.02701 0.62891 2.23705 -0.24
F 0.17647 -0.59523 1.63501 0.07
F 0.04985 0.41077 3.61277 0.03
C -1.06788 1.21564 -0.64723 -0.23
P 0.41642 2.41895 -0.47052 0.89
O 0.08288 3.87039 -1.22322 -0.32
O 1.83918 1.72534 -1.05863 -0.30
N -1.37540 0.81825 -1.95860 -0.12
P -0.37492 1.54826 -3.29118 0.94
N -1.49503 2.31920 -4.38060 -0.12
O 0.39911 0.37151 -4.17788 -0.26
C -2.39177 -0.08496 -2.25275 -0.10
C -2.73755 -0.56724 -3.68347 -0.12
C -2.59298 -2.13554 -3.90957 -0.15
C -1.58634 -2.86073 -2.95372 -0.15
C -0.07009 -2.56365 -3.23821 -0.21
N 0.85337 -3.67969 -2.88484 -0.09
C 1.60771 -3.97345 -4.14513 -0.07
C 1.76980 -3.11456 -1.90748 -0.45
C 1.26415 -2.77607 -0.45235 0.01
O 2.93085 -2.85876 -2.15573 0.04
C -4.39679 -4.57200 0.98049 -0.43
C -4.31560 -4.75229 2.52667 0.01
O -3.90980 -5.45173 0.30385 0.08
H -7.73487 -4.87003 -1.30337 0.08
H -6.07942 -4.74842 -2.00592 0.07
H -6.34860 -5.79552 -0.55562 0.08
H -6.82098 -2.68468 -0.47625 0.11
H -6.98181 -3.87018 0.88033 0.13
H -4.15560 -3.82592 -1.64910 0.12
H -3.07020 -3.06206 -0.42535 0.12
H -5.26983 -1.21731 -0.76397 0.11
H -4.76488 -1.64478 -2.42825 0.11
H -5.11006 0.58035 1.28571 0.13
H 0.83847 1.35899 2.00649 0.14
H 0.93945 4.22286 -1.56462 0.03
H 2.10564 1.06987 -0.38551 0.06
H -2.07497 2.99557 -3.87910 0.06
H -0.94257 2.80601 -5.09462 0.06
H 1.17090 0.12123 -3.62640 0.06
H -3.82557 -0.31733 -3.84059 0.14
H -2.18754 -0.04671 -4.49749 0.08
H -2.28758 -2.28710 -4.98194 0.13
H -3.58509 -2.63210 -3.79588 0.10
H -1.72689 -3.96710 -3.12118 0.14
H -1.76369 -2.69409 -1.86447 0.09
H 0.20709 -1.66834 -2.61183 0.09
H 0.01273 -2.22600 -4.30208 0.12
H 0.88446 -4.23598 -4.95880 0.10
H 2.26369 -4.86446 -3.97518 0.10
H 2.19426 -3.08012 -4.51894 0.08
H 0.74993 -3.69321 -0.06195 0.06
H 0.56007 -1.90196 -0.56442 0.06
H 2.11816 -2.46586 0.19224 0.09
H -3.43458 -5.41358 2.72069 0.06
H -4.12087 -3.80501 3.08330 0.07
H -5.19661 -5.30458 2.95033 0.09
C -4.21751 4.84159 -0.28771 -0.70
O -4.96705 4.26139 -1.06599 -0.01
N -4.65562 5.74201 0.62309 0.16
N -2.87209 4.62616 -0.27617 0.16
H -4.05471 6.22808 1.26519 0.07
H -5.64234 5.92881 0.64353 0.11
H -2.51034 3.96466 -0.93781 0.06
H -2.23654 5.08668 0.34912 0.10
C 4.40013 -2.29446 -7.02767 -0.70
O 3.66141 -2.87445 -7.80663 0.02
N 3.94337 -1.36944 -6.13444 0.15
N 5.73946 -2.51532 -6.97748 0.16
H 4.53262 -0.88091 -5.48533 0.09
H 2.95790 -1.17695 -6.13922 0.09
H 6.11741 -3.18918 -7.61932 0.11
H 6.35980 -2.04452 -6.34131 0.06
C -3.98452 9.45353 1.35747 -0.68
O -3.57616 8.32342 1.11550 -0.01
N -3.76528 10.49810 0.51996 0.16
N -4.68988 9.75465 2.47938 0.16
H -4.08996 11.43209 0.69177 0.11
H -3.24634 10.30991 -0.31945 0.11
H -4.87123 9.00486 3.12276 0.11
H -5.03234 10.67290 2.69313 0.10
C 3.06616 6.30019 -1.56398 -0.67
O 2.83134 5.09920 -1.67507 0.00
N 2.41115 7.09692 -0.68440 0.17
N 4.00467 6.93120 -2.31544 0.16
H 2.59107 8.08243 -0.58115 0.09
H 1.70842 6.66674 -0.10918 0.11
H 4.51267 6.37315 -2.97963 0.11
H 4.21374 7.91071 -2.23987 0.10
C 8.89878 -1.41678 -4.90179 -0.69
O 8.16678 -0.59782 -5.43906 0.01
N 8.46081 -2.26986 -3.93385 0.15
N 10.21314 -1.54481 -5.22586 0.15
H 9.04511 -2.94784 -3.48156 0.09
H 7.49431 -2.20415 -3.66676 0.10
H 10.57174 -0.93139 -5.93655 0.11
H 10.83129 -2.20858 -4.79856 0.10
C 5.39486 -4.47055 0.48281 -0.69
O 4.60203 -3.80982 1.14151 0.00
N 5.44392 -4.41239 -0.87735 0.16
N 6.29342 -5.31807 1.05066 0.16
H 6.08445 -4.94471 -1.43585 0.09
H 4.79155 -3.79408 -1.33355 0.07
H 6.28636 -5.38728 2.05197 0.10
H 6.95325 -5.86955 0.52834 0.06
C 1.39568 10.78791 -2.32646 -0.69
O 2.22589 10.76195 -1.42941 0.01
N 1.24973 9.76172 -3.20783 0.15
N 0.55252 11.83756 -2.51744 0.15
H 0.57908 9.75081 -3.95332 0.10
H 1.86125 8.97334 -3.08929 0.08
H 0.63463 12.61262 -1.88287 0.11
H -0.13410 11.87662 -3.24726 0.10
C 1.92205 1.04675 7.21154 -0.69
O 2.44811 1.77416 8.03289 0.03
N 1.81143 -0.30334 7.38686 0.14
N 1.39601 1.51414 6.04347 0.15
H 1.38182 -0.91960 6.72153 0.10
H 2.18839 -0.68898 8.23709 0.11
H 1.45790 2.50288 5.87722 0.10
H 0.95877 0.93045 5.35470 0.06
C -6.45883 10.65464 -2.29132 -0.69
O -6.09558 11.68411 -1.74394 0.01
N -7.49950 10.61822 -3.16838 0.15
N -5.85178 9.45548 -2.06967 0.16
H -7.81321 9.78419 -3.62806 0.09
H -7.97111 11.48544 -3.35583 0.11
H -5.07929 9.44730 -1.42689 0.07
H -6.13071 8.59683 -2.50654 0.10
C -0.82332 -1.94975 9.90765 -0.69
O 0.14945 -2.68296 9.82208 0.01
N -0.94559 -0.81107 9.17274 0.15
N -1.86667 -2.20952 10.74438 0.15
H -1.73358 -0.19323 9.22440 0.09
H -0.19062 -0.59021 8.54377 0.06
H -1.80959 -3.04271 11.30268 0.10
H -2.67364 -1.62081 10.82950 0.09
C 9.92119 -6.66143 1.29161 -0.68
O 8.91883 -7.01478 0.68708 0.01
N 11.14896 -6.61595 0.70744 0.15
N 9.89446 -6.28436 2.59838 0.16
H 11.98361 -6.32996 1.18402 0.10
H 11.20746 -6.88846 -0.25773 0.11
H 9.00469 -6.30573 3.06366 0.10
H 10.70481 -5.99184 3.11159 0.10
C 0.00348 -5.02895 2.34013 -0.65
O -0.36218 -4.32821 1.40767 0.00
N -0.22040 -6.37365 2.37735 0.15
N 0.66476 -4.52809 3.41592 0.18
H 0.07361 -6.96715 3.13065 0.08
H -0.70685 -6.77955 1.59615 0.12
H 0.84828 -3.54035 3.42161 0.11
H 0.97420 -5.08502 4.19030 0.10
C -2.97681 -7.61599 5.00621 -0.66
O -3.69753 -6.80268 4.45110 0.03
N -3.42113 -8.43230 6.00038 0.15
N -1.66372 -7.77516 4.67583 0.15
H -2.84533 -9.10663 6.46855 0.10
H -4.38472 -8.34264 6.27023 0.11
H -1.30120 -7.18730 3.94413 0.04
H -1.05339 -8.43656 5.11799 0.10
```